[1]
ORCA calculation (ωB97M-V/def2-TZVPD) on a structure of composition C3H3CuO3 at a distorted geometry.

E_tot = -53937.93588 eV
HOMO level (spin up / spin down) = -0.305 / -0.360 Eh
net charge = 0
lowest unoccupied orbital energy (spin up / spin down) = 0.3 / -3.5 eV
spin multiplicity = 3
max |F| = 0.053 hartree/bohr

Structure (XYZ):
```
10
C3H3CuO3 (ωB97M-V/def2-TZVPD)
Cu 1.843 1.138 1.923
H -2.838 -0.027 -0.377
O 0.448 0.290 -0.023
O 1.746 -1.172 -1.186
O 2.441 -0.120 0.685
H -1.849 1.525 -0.041
H -0.772 -1.380 -0.240
C 1.624 -0.426 -0.235
C -0.773 -0.289 -0.228
C -1.870 0.460 -0.277
```

[2]
ORCA calculation (ωB97M-V/def2-TZVPD) on a cluster of 9 separate species, C11H38F6O9P in total at a distorted geometry.

E_tot = -56048.11963 eV
HOMO level = -0.252 Eh
net charge = -1
lowest unoccupied orbital energy = 2.8 eV
max |F| = 0.049 hartree/bohr

Structure (XYZ):
```
65
C11H38F6O9P (ωB97M-V/def2-TZVPD)
O 1.952 -4.155 -0.554
F -0.776 1.798 0.441
C 1.605 -0.888 4.433
H -3.331 1.470 -4.338
C 2.274 1.272 -1.932
H 5.681 -2.701 -3.222
H 0.378 -5.326 0.341
H 3.194 -3.271 -2.560
O 4.889 -2.888 -1.245
H 0.177 -3.673 0.470
H 1.580 -2.111 -0.984
H 6.837 -3.115 -2.040
O -1.490 1.004 -3.473
H -2.553 4.437 3.488
H -0.156 -0.201 3.922
O -0.472 4.579 -0.579
H 1.021 5.770 -0.147
H 1.485 4.006 -0.008
H 2.127 -1.199 5.338
H -3.008 -0.093 -0.378
H 2.306 -0.155 4.035
H 1.933 0.243 -1.822
H -2.338 0.619 -5.347
H -1.213 4.388 -0.001
H -2.605 2.869 1.224
F -0.633 -0.260 -0.507
H -4.299 -2.868 1.261
F -2.093 0.280 1.261
F 1.125 0.564 0.704
H -1.830 2.809 3.222
P -0.471 0.348 0.977
C 2.408 -2.752 -0.680
H -1.455 -2.382 0.874
C -2.004 3.798 2.797
H -1.836 0.809 -2.599
H -3.086 -3.050 2.519
H 2.933 -2.509 0.244
O 0.324 -0.227 4.752
C 0.724 4.768 0.160
H 1.402 -1.652 3.683
H 0.705 2.012 -1.271
H -3.292 -1.453 1.845
C -3.325 -2.515 1.600
C 0.972 -4.413 0.385
F -0.261 -1.133 1.651
H -3.068 -0.283 -3.870
O 1.105 2.032 -2.144
H 5.667 -4.332 -2.667
H -4.639 1.572 -0.110
H -4.874 1.679 -1.810
H -1.025 4.254 2.649
C -4.117 1.453 -1.059
H 1.347 -4.414 1.408
H -3.478 2.332 -1.144
F -0.350 0.922 2.462
H 3.047 1.318 -2.700
H 0.607 4.752 1.244
C 3.560 -2.633 -1.756
O -2.872 3.685 1.654
H 2.618 1.600 -0.951
C 5.803 -3.307 -2.324
H 3.582 -1.559 -1.943
C -2.644 0.624 -4.301
O -2.299 -2.740 0.591
O -3.475 0.187 -1.168
```

[3]
ORCA calculation (ωB97M-V/def2-TZVPD) on the molecule C4H4O2.

E_tot = -8305.06678 eV
HOMO level = -0.380 Eh
net charge = 0
lowest unoccupied orbital energy = 0.7 eV
max |F| = 0.012 hartree/bohr

Structure (XYZ):
```
10
C4H4O2 (ωB97M-V/def2-TZVPD)
H -1.162 1.613 -0.498
H 2.973 -0.868 -0.854
O -0.621 1.684 0.308
H -0.940 -1.695 0.129
C 2.101 -0.460 -0.393
C 1.117 0.008 0.122
H -0.291 0.226 1.694
C -0.227 0.383 0.609
C -1.110 -0.631 -0.119
O -1.874 -0.272 -0.980
```

[4]
ORCA calculation (ωB97M-V/def2-TZVPD) on the ion C2IN2O with charge +1 at a distorted geometry.

E_tot = -15190.72999 eV
HOMO level = -0.569 Eh
net charge = +1
lowest unoccupied orbital energy = -6.4 eV
max |F| = 0.050 hartree/bohr

Structure (XYZ):
```
6
C2IN2O (ωB97M-V/def2-TZVPD)
C -1.628 0.271 0.089
N 0.734 0.756 -0.022
O 1.182 -1.568 -0.042
C 1.049 -0.455 0.091
I -3.578 -0.071 -0.005
N -0.601 0.827 -0.062
```

[5]
ORCA calculation (ωB97M-V/def2-TZVPD) on a structure of composition H26O13Xe.

E_tot = -36002.29390 eV
HOMO level = -0.365 Eh
net charge = 0
lowest unoccupied orbital energy = -0.6 eV
max |F| = 0.018 hartree/bohr

Structure (XYZ):
```
40
H26O13Xe (ωB97M-V/def2-TZVPD)
H -1.201 -2.398 -2.760
H 1.365 2.550 -0.911
H -0.356 -3.259 -3.674
Xe -0.255 0.104 0.048
O -1.053 2.023 3.086
H 1.038 0.003 4.411
H -1.536 2.492 3.766
H 1.523 2.829 0.569
H 1.873 -3.681 0.136
H -0.100 2.353 -2.998
O -0.436 -2.972 -2.764
O 0.117 2.831 -2.198
H -1.142 -3.458 1.365
H -2.558 2.381 -0.969
H -2.327 1.366 1.897
H -3.417 -0.440 0.998
H 3.039 0.352 -1.400
H 1.684 -1.784 -2.679
H -0.174 0.611 3.739
H -3.770 1.820 1.842
O 2.024 2.630 -0.222
O -3.679 -1.339 0.799
H 3.184 -1.826 -2.482
H 2.628 -1.428 1.063
O -3.174 1.151 1.506
H 3.679 -0.521 0.460
H 3.809 1.591 -0.996
H -0.396 2.650 2.783
H -1.789 2.531 -2.265
H -2.435 -2.789 0.950
H 0.269 3.730 -2.490
O 2.497 -1.369 -2.967
H 0.936 -3.083 -0.892
O 3.798 0.639 -0.892
O 0.150 -0.204 4.121
O -1.930 -3.594 0.838
O 3.468 -1.011 1.255
H -4.321 -1.251 0.094
O 1.633 -2.852 -0.277
O -2.664 2.623 -1.889
```

[6]
ORCA calculation (ωB97M-V/def2-TZVPD) on the molecule C9H9NOS at a distorted geometry.

E_tot = -23846.28190 eV
HOMO level = -0.326 Eh
net charge = 0
lowest unoccupied orbital energy = 0.1 eV
max |F| = 0.084 hartree/bohr

Structure (XYZ):
```
21
C9H9NOS (ωB97M-V/def2-TZVPD)
H 3.168 1.087 -1.063
H -3.406 0.347 2.330
C -4.121 -0.202 1.601
H 0.988 2.116 0.132
H 3.147 0.027 0.325
H 2.954 -0.730 -1.272
C -0.835 1.047 0.097
C 0.518 1.211 -0.176
H -1.332 -2.077 -1.235
H -4.444 -1.204 2.063
N -3.697 2.014 -1.205
C -3.615 0.994 -0.680
H 1.085 -1.865 -1.317
C 1.238 0.097 -0.515
S -3.295 -0.456 0.145
C -1.486 -0.193 -0.254
C 0.571 -1.066 -0.901
C -0.830 -1.214 -0.774
C 2.706 0.150 -0.688
O -3.707 -1.610 -0.654
H -1.529 1.917 0.610
```

[7]
ORCA calculation (ωB97M-V/def2-TZVPD) on a structure of composition C26H40AsBaN5O6PS2.

E_tot = -139847.24355 eV
HOMO level = -0.133 Eh
net charge = -1
lowest unoccupied orbital energy = 2.0 eV
max |F| = 0.018 hartree/bohr

Structure (XYZ):
```
82
C26H40AsBaN5O6PS2 (ωB97M-V/def2-TZVPD)
H 1.540 -4.757 -0.800
C -1.486 -0.948 2.949
H -2.228 -1.733 2.855
H -0.543 -1.287 2.507
S 2.131 -0.452 2.051
P -2.394 0.413 0.747
C 6.506 0.891 2.481
H 1.287 -4.270 -2.489
As 2.731 -2.597 -1.296
C -3.578 -3.241 0.870
C 0.977 3.603 -2.479
H 3.087 -3.036 1.105
O 0.937 5.489 -5.107
C 4.668 0.271 0.986
N 2.067 1.076 -4.756
H -4.407 -3.948 0.908
H 4.017 -1.326 -3.071
C 5.686 0.695 3.584
H 3.727 0.135 4.246
C 1.995 2.038 -5.693
H -3.729 1.425 -1.333
S 4.184 0.053 -0.708
C -1.251 -0.512 4.391
O 1.572 4.518 -6.989
N -3.631 1.493 0.776
H -2.045 -4.162 -0.405
H 7.535 1.208 2.604
H 0.412 0.772 3.966
O 1.039 3.011 -1.396
C 1.351 4.462 -5.796
H -4.276 -1.405 1.853
H 0.823 5.251 -4.096
C -5.681 1.674 -0.342
C -2.041 -1.981 -0.495
C -5.926 2.035 1.126
C 3.824 0.074 2.115
H 4.515 -3.030 -3.011
H -4.957 -1.692 0.249
H 4.588 -2.401 0.414
O -1.341 0.855 -0.198
H -2.210 -0.453 4.916
Ba 1.113 0.662 -0.695
H -2.937 -3.420 1.732
C 5.995 0.675 1.213
C -4.049 -1.787 0.856
H -6.077 3.112 1.218
H -1.909 -1.649 -1.523
C 3.770 -3.096 0.256
H 4.118 -4.118 0.098
N -2.939 -1.063 0.238
C 1.563 3.177 -5.063
N 1.715 1.505 -3.542
O 0.610 4.781 -2.675
H -2.191 2.158 3.324
C 4.375 0.292 3.392
H 2.248 1.875 -6.726
C -2.755 -3.335 -0.415
H -1.046 -2.024 -0.045
H -6.298 2.249 -1.031
H -4.004 3.020 -0.639
H 2.953 -2.614 -3.756
H 6.061 0.855 4.589
H 2.811 -5.062 -2.001
C -0.640 0.881 4.221
C 3.665 -2.349 -2.973
H -0.596 -1.198 4.926
H 2.374 0.124 -4.864
H -0.710 2.022 2.363
H -4.743 0.684 2.389
C -1.393 1.476 3.020
C -4.628 1.622 1.846
H -6.801 1.541 1.548
H 6.625 0.823 0.344
H -0.733 1.505 5.112
N -1.970 0.298 2.330
O 1.323 -1.737 -1.203
H -4.327 2.380 2.573
H -3.416 -3.469 -1.274
C 2.026 -4.368 -1.695
H -5.872 0.611 -0.510
C -4.192 1.952 -0.501
C 1.408 2.790 -3.695
```

[8]
ORCA calculation (ωB97M-V/def2-TZVPD) on a structure of composition C29H48BrN3OS2SiZn.

E_tot = -185383.03065 eV
HOMO level = -0.214 Eh
net charge = 0
lowest unoccupied orbital energy = 0.2 eV
max |F| = 0.012 hartree/bohr

Structure (XYZ):
```
86
C29H48BrN3OS2SiZn (ωB97M-V/def2-TZVPD)
H -1.456 -4.321 -3.051
Br -0.497 0.863 0.739
H 0.487 -5.490 1.085
H 2.070 2.681 0.192
C -0.897 -4.031 0.331
H -3.246 2.099 -3.800
N -1.002 -2.676 -4.186
H 0.356 -1.005 5.044
H -2.686 -4.392 2.261
Si 0.376 1.908 2.552
H -0.210 5.593 3.477
H -0.456 -4.702 2.351
H -2.461 2.903 2.278
H -0.362 -0.354 -6.457
H -0.747 2.487 5.402
H 2.748 3.309 3.853
C -0.610 -0.687 -5.451
C -1.267 -3.973 -4.059
C -0.412 4.287 1.107
C -0.158 0.848 4.069
C -1.607 0.354 3.923
C -1.905 3.579 2.932
H -3.494 1.080 -2.368
C 3.677 0.129 -3.329
C 2.628 2.902 1.106
H -2.028 3.247 3.963
N -1.807 0.008 -4.999
H -4.151 0.578 -3.943
C 1.540 0.379 -2.301
H 0.201 -0.410 -4.777
C 3.516 -1.245 -3.237
C 2.277 1.912 2.227
H -0.233 1.017 6.226
N 1.372 -0.945 -2.241
H 2.265 0.196 0.867
H -1.008 -4.978 -7.270
H 0.663 -1.029 3.306
C -0.429 3.667 2.513
H 1.763 -0.166 4.402
H -1.723 -0.280 3.042
H -3.989 -3.748 1.247
H -0.955 5.238 1.136
H 4.570 0.550 -3.773
H 4.120 2.358 3.276
H -1.868 -0.245 4.802
C -2.030 0.340 -3.704
H 3.696 2.820 0.876
H 2.774 2.033 -2.875
H -2.328 1.167 3.850
H 1.331 4.802 3.145
S 0.288 -3.825 -0.969
C -0.796 -2.968 -6.541
H 2.901 1.607 4.306
H -3.038 -2.651 2.239
C -0.799 -2.178 -5.403
H -0.613 -2.532 -7.515
H -2.361 4.572 2.853
H 0.730 0.976 -1.905
C -0.031 1.664 5.366
C -2.035 -3.332 0.472
C -0.497 -5.102 1.335
C 2.774 0.530 1.772
C 2.678 0.956 -2.838
C 3.047 2.322 3.493
H 0.596 4.495 0.751
H -2.586 0.046 -5.634
Zn -0.672 -1.859 -1.802
O -1.220 0.120 -2.805
H 2.645 -0.236 2.535
H 0.973 2.080 5.493
C 0.302 4.625 3.467
C 2.348 -1.738 -2.680
H 4.282 -1.924 -3.586
C 0.718 -0.407 4.203
C -2.983 -3.557 1.628
S -2.612 -2.037 -0.595
C -1.027 -4.330 -6.403
H 3.845 0.595 1.549
H -0.908 3.644 0.379
C -1.289 -4.839 -5.143
H 2.178 -2.804 -2.564
H -1.489 -5.891 -4.995
C -3.319 1.072 -3.440
H 0.326 4.251 4.493
H 2.435 3.936 1.396
H -1.202 -5.938 1.329
```